{"formula": "C20H53BrFGaMgN4O6S", "method": "the ωB97M-V functional and the def2-TZVPD basis", "species": ["C", "C", "S", "C", "Ga", "C", "Br", "C", "C", "H", "H", "H", "H", "H", "H", "H", "H", "H", "H", "H", "H", "H", "H", "H", "C", "C", "N", "C", "C", "C", "C", "C", "O", "C", "H", "H", "H", "H", "H", "H", "H", "H", "H", "H", "H", "H", "H", "H", "H", "H", "H", "H", "H", "H", "C", "C", "C", "O", "C", "N", "H", "H", "H", "H", "H", "H", "H", "H", "H", "H", "H", "H", "F", "C", "N", "O", "O", "H", "H", "H", "Mg", "C", "N", "O", "O", "H", "H", "H"], "coordinates": [[-1.77241, -5.20769, -1.19748], [-0.71173, -4.60084, -0.09545], [-0.04133, -2.99322, -0.81856], [-1.35192, -1.68483, -0.38483], [-0.63678, 0.24226, -0.61656], [-1.23804, 1.19673, -2.34885], [-0.09033, 2.83529, -2.60658], [-1.13751, 0.29490, -3.71407], [0.32552, -0.40663, -3.97467], [-1.27574, -6.07458, -1.81578], [-2.75569, -5.63295, -0.71123], [-2.10553, -4.28880, -1.87947], [-1.32707, -4.35475, 0.89723], [0.13964, -5.35868, 0.22232], [-2.33969, -1.92753, -0.96398], [-1.56713, -1.84342, 0.77733], [-1.25895, 1.11022, 0.61419], [0.96222, 0.34359, -0.44251], [-2.38316, 1.51264, -2.24435], [-1.30820, 1.04395, -4.62796], [-2.00879, -0.51069, -3.82386], [0.42588, -1.48289, -3.47667], [1.24804, 0.29222, -3.71950], [0.38301, -0.61288, -5.14912], [4.57868, 0.63663, 4.97712], [3.39700, -0.09005, 5.60549], [2.09874, 0.75060, 5.68509], [2.39238, 2.00561, 6.54313], [1.01348, -0.01940, 6.47695], [0.50365, -1.30674, 5.85204], [1.59989, 1.27523, 4.30379], [1.40169, 0.23754, 3.18423], [2.62316, -0.41016, 2.84946], [2.43297, -1.71761, 2.31302], [4.90808, 1.48541, 5.58219], [5.42892, -0.05074, 4.90776], [4.37236, 0.99711, 3.96807], [3.65134, -0.37051, 6.63957], [3.17748, -1.01351, 5.07104], [2.80458, 1.67983, 7.50444], [1.45206, 2.54617, 6.69377], [3.09990, 2.64595, 6.01447], [0.17359, 0.66951, 6.63162], [1.45092, -0.24638, 7.45751], [-0.28551, -1.10182, 5.12105], [0.03204, -1.91946, 6.62501], [1.28312, -1.91166, 5.39025], [2.33899, 2.01559, 3.97626], [0.65520, 1.79709, 4.49898], [1.06106, 0.76699, 2.28545], [0.62253, -0.48031, 3.43066], [1.45586, -1.83646, 1.83584], [2.53780, -2.44401, 3.12442], [3.21812, -1.90708, 1.57709], [-0.27579, 0.44753, -8.78644], [-1.63386, 0.22295, -8.13616], [-2.72673, -0.17401, -9.14143], [-3.14664, 0.98270, -9.87685], [-2.57688, 1.08166, -11.18149], [-2.06044, 1.50878, -7.49990], [-0.26043, 1.33819, -9.42165], [0.49760, 0.58120, -8.02165], [0.00856, -0.41474, -9.39846], [-1.54750, -0.52345, -7.33992], [-3.60466, -0.51372, -8.58051], [-2.41883, -1.00264, -9.78865], [-2.33764, 0.10582, -11.61173], [-1.67901, 1.70113, -11.13585], [-3.29938, 1.58136, -11.83151], [-1.30964, 1.99168, -6.99632], [-2.85389, 1.36954, -6.85976], [-2.41325, 2.12927, -8.25072], [-0.87087, -3.74621, 2.61514], [2.51612, 3.85854, 0.67263], [1.68585, 4.00860, 1.89811], [0.73020, 3.23540, 2.03260], [2.01690, 4.89826, 2.69054], [2.11194, 3.04257, 0.06976], [2.46921, 4.80226, 0.12530], [3.53612, 3.63419, 0.99117], [-3.02891, -3.09204, -2.71529], [-2.76181, 0.91263, 7.18362], [-3.36667, -0.39242, 7.56396], [-4.57459, -0.40080, 7.82865], [-2.61188, -1.37162, 7.58602], [-3.53717, 1.68135, 7.20612], [-1.97653, 1.13564, 7.90885], [-2.35386, 0.80562, 6.17647]], "forces_ev_per_angstrom": [[-0.222, -1.730, 1.152], [-1.124, 0.000, -0.135], [-1.401, -0.207, 0.939], [-0.266, -1.911, 1.448], [0.187, 1.378, 0.692], [-1.913, -1.278, -1.402], [-0.880, -0.948, -0.006], [0.895, 1.143, -0.667], [-0.181, -0.536, -1.129], [-1.119, 1.935, 0.776], [1.925, 0.851, -0.899], [1.211, -2.123, 1.238], [1.418, 0.164, -0.928], [-1.620, 1.665, -1.217], [0.655, 0.376, 0.502], [0.406, 0.263, -2.377], [-0.066, -0.415, -0.395], [-0.185, -0.451, -0.253], [2.594, -0.190, -0.315], [0.190, -1.516, 1.639], [1.411, 1.257, 0.524], [-0.132, 2.506, -0.752], [-2.203, -1.500, -0.261], [0.009, 0.360, 2.392], [-0.023, 0.267, -0.005], [-0.117, 0.059, 0.196], [0.053, 0.576, 0.436], [-0.205, -0.675, -0.557], [0.289, -0.133, -0.169], [-0.398, 0.029, -0.203], [0.329, -0.573, 0.123], [0.198, 0.105, -0.086], [-0.243, 0.226, 0.139], [0.193, -0.069, 0.071], [-0.008, -0.141, -0.006], [-0.256, 0.028, 0.051], [-0.052, -0.190, 0.087], [-0.303, 0.230, -0.204], [-0.132, 0.316, -0.043], [-0.110, 0.049, -0.284], [0.223, -0.181, -0.066], [-0.132, -0.167, 0.098], [0.371, 0.005, -0.085], [0.097, 0.274, -0.271], [0.258, -0.190, 0.061], [0.110, 0.167, 0.008], [-0.054, 0.044, -0.011], [-0.162, -0.172, 0.219], [0.228, -0.127, -0.042], [-0.181, 0.250, 0.295], [0.069, -0.111, 0.102], [0.082, 0.012, 0.079], [-0.182, -0.163, -0.107], [-0.092, 0.119, 0.083], [0.339, 0.055, 0.190], [0.658, -0.486, -0.652], [-0.767, 0.737, 0.321], [0.319, -1.015, 0.419], [0.058, 0.532, -0.449], [-0.747, 0.459, 0.146], [-0.111, -0.141, -0.004], [-0.063, -0.037, -0.113], [-0.112, 0.166, 0.146], [-0.083, 0.111, -0.095], [-0.024, 0.006, -0.094], [0.175, 0.252, 0.128], [-0.057, 0.047, 0.145], [0.071, -0.110, -0.187], [0.051, -0.106, 0.181], [-0.052, -0.201, -0.002], [0.324, 0.091, -0.063], [0.111, -0.223, -0.007], [-0.210, 0.003, -0.958], [-0.008, -0.211, -0.343], [-0.496, 0.263, 0.752], [1.200, 1.080, 0.140], [-0.623, -1.442, -0.955], [-0.023, 0.165, 0.226], [0.111, -0.115, 0.210], [-0.160, 0.202, -0.022], [0.687, 0.913, 0.467], [-0.118, 0.329, -0.023], [-0.930, -1.001, 0.398], [2.012, -0.146, -0.425], [-1.000, 1.301, -0.026], [0.148, -0.274, 0.024], [-0.103, -0.110, -0.136], [-0.019, -0.054, 0.182]], "e_above_lowest_kcal_mol": 44.8, "homo_lumo_gap_ev": 3.03, "multiplicity": 1, "charge": 2}

{"formula": "C22H23N3O3S", "method": "the ωB97M-V functional and the def2-TZVPD basis", "species": ["C", "C", "C", "C", "C", "N", "S", "O", "O", "C", "C", "C", "C", "C", "C", "C", "O", "N", "C", "C", "C", "C", "C", "N", "C", "C", "C", "C", "C", "H", "H", "H", "H", "H", "H", "H", "H", "H", "H", "H", "H", "H", "H", "H", "H", "H", "H", "H", "H", "H", "H", "H"], "coordinates": [[4.04287, -2.95448, -2.43591], [3.19589, -2.91760, -1.19900], [3.35281, -1.92135, -0.24452], [2.57530, -1.89149, 0.89759], [1.60756, -2.86819, 1.10286], [0.82287, -2.85858, 2.26134], [0.17035, -1.51017, 2.98666], [1.17001, -0.49973, 3.14752], [-0.50884, -2.00069, 4.14907], [-1.05938, -0.87841, 1.84402], [-2.32137, -0.60885, 2.33850], [-3.25525, 0.00019, 1.52045], [-2.92984, 0.34503, 0.21006], [-3.90596, 1.12904, -0.61709], [-3.99466, 2.58553, -0.12275], [-2.68203, 3.31859, -0.35548], [-2.50132, 4.05225, -1.30420], [-1.74283, 3.09667, 0.59293], [-0.39124, 3.61705, 0.46904], [0.47389, 2.70541, -0.36148], [0.37881, 2.72650, -1.74990], [1.14606, 1.84435, -2.49148], [1.98664, 0.97586, -1.81155], [2.08923, 0.95240, -0.49466], [1.35053, 1.79010, 0.21200], [-1.66942, 0.01944, -0.28000], [-0.72808, -0.58874, 0.53484], [1.44390, -3.87517, 0.15544], [2.23383, -3.89637, -0.97791], [3.41902, -3.01186, -3.32703], [4.68852, -3.83230, -2.42692], [4.66931, -2.06880, -2.50262], [4.09149, -1.14841, -0.38893], [2.70014, -1.10847, 1.62548], [0.21775, -3.65543, 2.38228], [-2.54210, -0.87188, 3.36073], [-4.24080, 0.22375, 1.90243], [-3.60177, 1.12827, -1.66455], [-4.89869, 0.67946, -0.54521], [-4.76797, 3.10655, -0.68799], [-4.25185, 2.60621, 0.93703], [-1.89753, 2.38333, 1.28740], [-0.47327, 4.59168, -0.02055], [0.02538, 3.73865, 1.47051], [-0.29615, 3.42031, -2.22936], [1.09501, 1.83362, -3.56947], [2.60586, 0.26254, -2.33980], [1.46493, 1.71555, 1.28650], [-1.41242, 0.26464, -1.29987], [0.25798, -0.81820, 0.16468], [0.69953, -4.64341, 0.31381], [2.09728, -4.68441, -1.70492]], "forces_ev_per_angstrom": [[-0.016, -0.063, 0.027], [0.039, 0.056, 0.018], [-0.092, -0.219, -0.098], [-0.020, -0.176, 0.076], [0.651, 0.302, -0.602], [-0.521, 0.456, 0.843], [-0.350, -0.217, -0.081], [0.157, -0.092, -0.335], [-0.118, -0.149, -0.243], [0.381, -0.198, 0.470], [-0.089, -0.021, 0.199], [0.125, 0.013, -0.112], [0.001, -0.263, -0.049], [-0.049, 0.102, 0.104], [0.003, 0.027, -0.313], [-0.474, -0.192, 0.555], [0.112, 0.229, -0.496], [0.261, 0.103, 0.360], [-0.021, 0.028, -0.169], [0.107, 0.067, -0.072], [0.119, -0.065, 0.044], [-0.051, 0.021, 0.076], [-0.050, -0.005, -0.248], [0.365, -0.252, 0.210], [-0.226, 0.400, -0.032], [-0.088, -0.150, 0.100], [0.050, -0.028, -0.170], [-0.099, 0.041, 0.165], [0.007, 0.063, 0.085], [0.023, 0.016, -0.099], [0.084, -0.020, -0.071], [0.068, 0.047, -0.061], [0.067, 0.115, -0.039], [0.095, 0.062, 0.017], [-0.114, -0.064, 0.119], [-0.117, -0.006, 0.109], [-0.113, 0.025, 0.063], [-0.057, -0.037, -0.025], [0.023, -0.005, -0.072], [0.079, 0.055, 0.081], [-0.044, -0.013, 0.015], [-0.119, 0.020, -0.053], [0.084, -0.080, 0.182], [-0.027, 0.053, -0.072], [-0.064, 0.072, -0.028], [0.018, -0.016, -0.090], [0.045, -0.061, -0.146], [-0.067, 0.083, 0.171], [0.052, 0.053, -0.110], [0.094, 0.039, -0.130], [-0.100, -0.069, -0.007], [-0.026, -0.083, -0.068]], "e_above_lowest_kcal_mol": 25.4, "homo_lumo_gap_ev": 8.96, "multiplicity": 1, "smiles": "Cc1ccc(NS(=O)(=O)c2ccc(CCC(=O)NCc3cccnc3)cc2)cc1"}

{"formula": "C12H27N2O2P", "method": "the ωB97M-V functional and the def2-TZVPD basis", "species": ["C", "O", "C", "C", "C", "C", "P", "C", "C", "C", "C", "N", "C", "C", "C", "N", "O", "H", "H", "H", "H", "H", "H", "H", "H", "H", "H", "H", "H", "H", "H", "H", "H", "H", "H", "H", "H", "H", "H", "H", "H", "H", "H", "H"], "coordinates": [[1.97597, 2.56525, 1.90798], [2.47290, 3.44617, 0.89338], [1.69710, 3.35991, -0.32469], [2.09449, 2.08282, -1.19955], [0.86702, 1.28157, -1.83175], [-0.35886, 1.00802, -0.83789], [-0.81826, -0.83683, -0.91052], [-0.38390, -1.66996, 0.73178], [0.94339, -1.12499, 1.42706], [2.25734, -1.23475, 0.53393], [2.78804, -2.72486, 0.30576], [3.17970, -2.86864, -1.13691], [-2.70948, -0.82509, -1.19183], [-3.55967, -0.75579, 0.15522], [-5.08325, -0.47756, -0.27122], [-6.17021, -0.47860, 0.71819], [-5.42409, -0.28803, -1.45425], [2.15305, 3.02789, 2.94064], [2.50070, 1.55148, 1.93531], [0.86162, 2.35310, 1.84197], [0.59971, 3.43175, -0.05180], [1.96160, 4.29018, -0.93639], [2.72472, 2.44946, -2.08296], [2.76104, 1.42913, -0.54844], [1.22679, 0.25227, -2.18698], [0.52203, 1.82173, -2.76806], [-1.24442, 1.60473, -1.23366], [-0.15130, 1.31632, 0.23105], [-1.23943, -1.44900, 1.46574], [-0.26489, -2.79054, 0.59388], [1.12286, -1.78996, 2.34532], [0.84177, -0.06754, 1.84597], [3.08001, -0.67826, 1.10838], [2.18987, -0.73710, -0.47863], [3.74948, -2.89845, 0.90122], [2.02873, -3.49460, 0.64644], [2.45832, -3.36082, -1.67124], [4.07830, -3.36426, -1.20726], [-2.94988, 0.09862, -1.81544], [-3.06777, -1.72851, -1.77266], [-3.59170, -1.75962, 0.70614], [-3.19537, 0.05040, 0.87665], [-7.01865, -0.11457, 0.27273], [-5.90541, 0.09753, 1.52740]], "forces_ev_per_angstrom": [[0.095, -0.474, 1.276], [-1.126, -0.668, -0.001], [0.404, 0.428, -0.780], [-0.174, 0.264, -0.263], [0.507, -0.489, 0.260], [-0.243, 0.352, -0.072], [0.219, -0.331, -1.386], [-0.520, 0.920, 1.506], [0.475, -0.502, 0.088], [0.511, 0.098, 0.886], [0.459, 0.453, -0.123], [0.042, -0.525, 0.774], [-0.544, 0.292, 1.286], [-1.318, -0.183, -0.445], [-1.761, 0.705, -1.332], [2.246, 0.633, -0.727], [1.298, -0.721, 2.629], [-0.134, -0.418, -1.530], [-0.520, 1.222, -0.332], [1.178, 0.457, -0.157], [1.100, -0.293, -0.450], [-0.383, -1.169, 1.028], [-0.682, -0.592, 1.330], [-0.961, 0.685, -0.855], [-0.296, 1.532, 0.374], [0.216, -0.572, 1.205], [0.942, -0.774, 0.801], [-0.161, -0.169, -1.289], [1.162, -0.699, -0.814], [-0.397, 1.393, -0.055], [-0.278, 0.902, -1.164], [-0.092, -1.373, -0.803], [-1.080, -0.624, -0.837], [-0.200, -0.641, 1.178], [-1.486, 0.287, -0.565], [0.768, 0.826, -0.393], [0.507, 0.198, 0.238], [-0.868, 0.156, -0.116], [0.410, -1.271, 0.760], [0.689, 1.054, 0.620], [0.272, 1.418, -0.688], [-0.521, -1.017, -0.943], [0.538, -0.182, 0.154], [-0.290, -0.585, -0.271]], "homo_lumo_gap_ev": 8.48, "multiplicity": 1, "smiles": "COCCCCP(CCCCN)CCC(N)=O"}

{"formula": "C6H9NO", "method": "the ωB97M-V functional and the def2-TZVPD basis", "species": ["C", "C", "C", "C", "C", "N", "C", "O", "H", "H", "H", "H", "H", "H", "H", "H", "H"], "coordinates": [[-0.67008, 2.01530, 0.39884], [-1.35237, -0.81158, -0.57180], [0.69886, -1.57872, 0.67196], [0.30171, 0.90145, 0.20359], [0.02928, -0.44327, -0.08384], [1.61529, 1.22973, 0.00585], [1.96062, 0.29627, -0.81245], [2.70255, -0.12707, -1.61817], [-1.51351, 1.70562, 1.01475], [-0.15779, 2.86089, 0.85891], [-1.04880, 2.36910, -0.56369], [-1.76242, -0.06831, -1.25626], [-2.05412, -0.93268, 0.26120], [-1.32783, -1.76680, -1.09942], [1.63945, -1.28250, 1.13252], [0.90104, -2.41369, -0.00262], [0.03814, -1.95375, 1.46062]], "forces_ev_per_angstrom": [[-0.001, -0.064, 0.006], [-0.032, 0.041, 0.084], [0.372, 0.032, -0.384], [-0.671, -0.843, -1.124], [-0.966, 0.306, 0.783], [0.923, -0.274, 0.166], [1.701, 0.985, -0.003], [-1.286, -0.125, 0.417], [-0.032, 0.021, -0.058], [0.020, -0.072, 0.027], [-0.033, -0.049, 0.005], [-0.010, 0.004, 0.031], [-0.030, -0.018, 0.023], [0.049, 0.015, 0.007], [0.022, -0.005, 0.026], [0.072, -0.033, 0.061], [-0.098, 0.079, -0.067]], "e_above_lowest_kcal_mol": 48.0, "homo_lumo_gap_ev": 8.54, "multiplicity": 1}

no.,total energy (hartree)
1,-6660.06828
2,-1640.34685
3,-1074.67210
4,-363.94776